Entry 1:
This record from OMol25 describes an isolated molecule of C5H12N2. The level of theory is ωB97M-V/def2-TZVPD.

Last column: Löwdin charge in e.
CARTESIAN COORDINATES (ANGSTROEM)
N: 1.836 0.100 -0.935  -0.021
N: 2.254 -0.773 0.118  -0.056
C: 1.237 -0.289 1.046  -0.117
C: -1.716 -1.015 0.106  -0.092
C: -0.611 -0.497 -0.853  -0.206
C: 0.499 0.271 -0.253  -0.477
C: 0.125 1.736 -0.044  -0.039
H: 3.153 -0.426 0.403  0.088
H: -0.237 -1.497 -1.178  0.122
H: -2.566 -1.285 -0.451  0.049
H: -1.150 -0.010 -1.672  0.116
H: 0.625 -1.076 1.445  0.081
H: 1.364 0.492 1.815  0.118
H: -0.229 2.252 -0.832  0.037
H: 1.870 -0.336 -1.853  0.099
H: -1.962 -0.246 0.792  0.055
H: -1.344 -1.975 0.585  0.095
H: 0.827 2.433 0.378  0.079
H: -0.629 1.829 0.697  0.070

Lowest unoccupied orbital energy: 1.07 eV
Kohn-Sham gap: 0.3313 hartree

***

Entry 2:
This record from OMol25 describes a cluster of 2 separate species, C4H14N2 in total. The level of theory is ωB97M-V/def2-TZVPD.

Last column: Löwdin charge in e.
CARTESIAN COORDINATES (ANGSTROEM)
N: -4.403 2.331 1.703  -0.046
N: -3.203 1.316 -0.105  -0.020
C: 3.619 -0.324 -0.224  -0.188
C: -3.871 1.180 1.177  -0.478
C: 2.275 -2.172 -0.731  -0.147
C: 3.439 -1.351 -1.274  -0.368
H: 4.606 0.148 -0.449  0.084
H: 3.669 -0.726 0.823  0.089
H: 2.710 -2.736 0.104  0.070
H: -4.709 0.451 1.135  0.113
H: -3.752 3.135 1.849  0.093
H: -3.309 0.733 2.046  0.114
H: 4.440 -1.668 -1.359  0.070
H: -2.126 1.365 -0.170  0.099
H: 2.781 0.337 -0.102  0.060
H: -5.175 2.527 1.045  0.078
H: 1.359 -1.621 -0.468  0.069
H: 1.920 -2.890 -1.624  0.105
H: 3.323 -0.950 -2.427  0.154
H: -3.594 0.915 -0.948  0.047

Lowest unoccupied orbital energy: 0.83 eV
Kohn-Sham gap: 0.3594 hartree

***

Entry 3:
This record from OMol25 describes a structure of composition C28H64MgO18S7. The level of theory is ωB97M-V/def2-TZVPD.

Last column: Löwdin charge in e.
CARTESIAN COORDINATES (ANGSTROEM)
S: 2.222 3.231 2.225  0.889
S: 0.170 2.791 -3.983  0.794
S: 3.121 -0.476 4.129  0.906
S: 2.771 -1.607 -4.978  0.828
S: -0.774 -3.025 2.491  0.908
S: -1.513 1.496 4.294  0.898
S: -2.073 -3.475 -3.584  0.821
Mg: 0.549 0.132 2.185  0.391
O: -1.408 7.178 -1.283  0.164
O: -0.578 0.482 3.775  -0.546
O: 1.957 0.007 0.826  -0.354
O: -0.729 5.076 -0.845  0.050
O: 1.160 -6.073 -1.520  0.149
O: -7.112 -0.688 -2.058  0.153
O: 1.526 -3.861 -1.603  0.046
O: 1.267 2.172 2.638  -0.554
O: 2.656 -5.117 -0.150  0.088
O: -1.951 6.149 0.644  0.071
O: -5.571 0.815 -2.686  0.070
O: -1.294 -2.309 -4.096  -0.544
O: 0.311 1.645 -4.901  -0.543
O: -0.758 0.892 0.851  -0.324
O: 3.599 -2.600 -4.239  -0.566
O: -5.315 -1.313 -3.261  0.066
O: 1.720 -0.618 3.658  -0.540
O: -0.108 -1.755 2.124  -0.530
C: -3.289 1.515 -2.628  -0.014
C: 1.655 -0.980 -3.736  -0.281
C: -4.340 0.817 -3.445  -0.285
C: 1.731 4.739 3.070  -0.240
C: 1.724 -5.102 -1.131  -0.567
C: 3.640 2.888 3.284  -0.249
C: -2.139 0.913 5.843  -0.259
C: -1.195 -4.971 -4.057  -0.239
C: 2.364 -2.933 -0.913  -0.082
C: -4.087 -0.674 -3.660  -0.089
C: 0.209 -3.745 3.792  -0.241
C: 1.736 3.012 -3.150  -0.245
C: -3.364 4.289 1.178  -0.008
C: -6.087 -0.437 -2.599  -0.578
C: 0.265 4.290 -4.972  -0.253
C: -1.942 4.798 1.126  -0.297
C: 1.523 -2.495 -5.928  -0.256
C: -2.198 -2.639 3.473  -0.248
C: -0.184 0.475 -0.338  -0.380
C: -1.064 4.036 0.105  -0.048
C: 3.090 -0.735 5.899  -0.235
C: -3.002 1.376 3.320  -0.235
C: 1.356 0.573 -0.317  -0.358
C: 3.933 -2.010 3.709  -0.223
C: -1.925 -3.519 -1.809  -0.253
C: 4.581 -3.677 0.090  -0.019
C: -1.369 6.220 -0.590  -0.577
C: 3.071 -3.779 0.156  -0.301
H: 1.616 1.662 -0.283  0.080
H: -1.982 -2.072 4.377  0.047
H: 1.541 4.581 4.128  0.065
H: 3.310 2.788 4.314  0.057
H: -0.475 -0.570 -0.611  0.099
H: -3.280 -1.090 -3.061  0.082
H: 3.993 1.930 2.905  0.025
H: 5.015 -1.876 3.745  0.064
H: 5.042 -4.364 0.809  0.083
H: -2.287 -2.580 -1.386  0.046
H: 1.199 -3.916 3.372  0.046
H: -3.393 3.282 1.592  0.053
H: 0.770 5.059 -4.389  0.050
H: -2.723 1.213 2.278  0.049
H: -3.848 -0.969 -4.680  0.133
H: 1.596 3.745 -2.355  0.053
H: 2.263 -0.399 -3.043  0.027
H: -1.431 3.140 -0.385  0.119
H: -0.719 4.645 -5.273  0.047
H: -4.011 4.954 1.748  0.090
H: 0.836 4.079 -5.877  0.060
H: -3.589 0.508 3.641  0.058
H: -2.453 -4.427 -1.511  0.058
H: -0.215 -4.706 4.094  0.063
H: -1.462 4.770 2.103  0.135
H: -1.837 -5.794 -3.747  0.055
H: -0.102 3.812 0.564  0.099
H: 3.752 -2.782 4.471  0.061
H: -2.652 -3.602 3.729  0.062
H: 4.924 -2.690 0.404  0.088
H: -1.104 -4.889 -5.138  0.050
H: 1.853 2.055 -2.635  0.021
H: -0.201 -5.012 -3.615  0.043
H: -2.485 -0.123 5.878  0.056
H: -1.350 0.993 6.593  0.055
H: 1.926 0.204 -1.186  0.071
H: 1.297 -3.452 -5.461  0.048
H: 2.558 3.221 -3.827  0.067
H: 0.615 -1.894 -5.954  0.044
H: 2.775 0.151 6.442  0.055
H: 2.996 -2.470 -1.675  0.115
H: -3.606 2.248 3.572  0.055
H: -2.400 1.834 -3.175  0.051
H: 2.485 5.480 2.795  0.061
H: 1.275 -1.871 -3.238  0.039
H: 4.929 -3.941 -0.906  0.097
H: 2.701 -3.471 1.137  0.121
H: 0.278 -3.120 4.682  0.060
H: 0.815 5.118 2.608  0.036
H: 2.382 -1.542 6.107  0.060
H: -4.598 1.311 -4.382  0.154
H: 4.073 -1.088 6.212  0.060
H: -2.961 1.548 6.179  0.064
H: -3.738 2.386 -2.152  0.085
H: 3.549 -2.423 2.783  0.037
H: -0.590 1.012 -1.227  0.081
H: -2.919 -2.073 2.886  0.061
H: -0.924 -3.565 -1.365  0.046
H: 4.403 3.650 3.132  0.059
H: 0.853 -0.331 -4.081  0.028
H: -3.755 4.198 0.161  0.094
H: 1.910 -2.637 -6.936  0.040
H: 1.900 -2.063 -0.435  0.112
H: -2.881 0.831 -1.879  0.084

Lowest unoccupied orbital energy: -0.39 eV
Kohn-Sham gap: 0.2399 hartree

***

Entry 4:
This record from OMol25 describes a cluster of 2 separate species, C3H3N4O2 in total. The level of theory is ωB97M-V/def2-TZVPD.

Last column: Löwdin charge in e.
CARTESIAN COORDINATES (ANGSTROEM)
O: 3.541 -2.250 -0.679  0.203
O: -1.296 0.246 -2.242  0.344
N: 1.435 0.395 -0.234  -0.122
N: 3.882 -1.228 -0.353  0.223
N: 0.531 0.845 0.532  0.070
N: -0.821 0.640 0.081  -0.082
C: -1.097 0.407 -1.133  -0.136
C: 2.459 0.258 -0.757  0.086
C: -1.959 0.268 1.052  0.060
H: -2.022 0.961 1.950  0.128
H: -2.934 0.295 0.554  0.099
H: -1.720 -0.837 1.230  0.127

Lowest unoccupied orbital energy (spin up / spin down): -6.27 / -6.27 eV
Kohn-Sham gap (spin up / spin down): 0.2430 / 0.2431 hartree
Net charge: +1

***

We obtain E values of -307.1182; -270.2248; -5446.9262; -485.0595 Ha for the records listed above, in that order.
We obtain F_max values of 3.8; 4.5; 1.9; 3.7 eV Å⁻¹ for the records listed above, in that order.
We obtain energy above the lowest of the compared OMol25 structures with the same formula, charge and spin values of 69.74; 44.43; 0.00; 23.71 kcal per mole for the records listed above, in that order.